DFT (ωB97M-V with the def2-TZVPD basis set) results for 6 unconnected molecules or ions with the total composition CH12O4S2.

Last column: Mulliken charge in e.
Positions of all 19 atoms, in Å:
C -0.7823 1.4030 0.5781  -0.226
S -1.8405 0.9447 -0.7448  -0.150
S 2.2891 0.0977 1.1875  -0.363
H -1.2061 1.8812 1.4689  0.398
H -0.1541 0.5699 0.9404  -0.194
H -0.1396 2.2282 0.2428  0.360
H 3.5598 0.5247 1.2367  0.137
H -3.0352 -0.8040 0.1609  0.281
H -4.2268 -1.3550 0.9761  0.300
O -3.3536 -1.5778 0.6322  -0.572
H -0.6528 -0.8277 -1.8642  0.304
H 0.6701 -0.1166 -1.8912  0.332
O 0.2690 -0.9768 -2.0852  -0.521
H 2.9520 1.9376 -2.2875  0.296
H 2.4922 0.9130 -1.1593  0.262
O 2.2548 1.3269 -2.0258  -0.625
H 0.7404 -1.5468 1.9514  0.222
H 0.2214 -2.6250 1.0162  0.334
O -0.0579 -1.9973 1.6666  -0.575

Forces on atoms 1 to 3 (eV/Å):
0.5 1.4 -1.0
0.6 0.2 0.9
-0.4 -0.2 -0.4

HOMO-LUMO gap (eV): 3.66
Total energy (Ha): -1142.4241
Highest occupied orbital energy (eV): -8.960
Energy above the lowest of the compared OMol25 structures with the same formula, charge and spin (eV): 5.899

DFT (ωB97M-V with the def2-TZVPD basis set) results for a molecular structure, C24H22BF9OS5Sn.

Last column: Mulliken charge in e.
Positions of all 63 atoms, in Å:
Sn 0.7189 0.8938 0.0019  1.054
F 1.4506 2.9501 6.0684  -0.249
C 1.7081 2.3149 4.9719  0.187
C 1.1868 1.0016 4.8074  0.699
F 0.7091 0.4908 5.9126  -0.288
C 1.3734 0.2507 3.6928  -0.099
F 0.8248 -0.9585 3.5699  -0.312
C 2.2457 0.7188 2.6871  0.618
S 2.4271 -0.3177 1.2814  -0.293
C 2.8425 2.0016 2.8768  -0.218
F 3.7268 2.4612 1.9950  -0.397
C 2.5781 2.7576 4.0247  0.509
F 3.2963 3.8500 4.3073  -0.290
C 1.5291 1.2967 -3.3804  -0.661
C 0.0193 1.5216 -3.3308  -0.902
S -0.7231 2.0319 -1.7133  0.113
C -0.2685 3.7656 -1.4799  -0.846
C 1.1826 4.1821 -1.4602  -0.856
S 2.1551 3.1869 -0.1716  0.061
C 3.5098 2.6293 -1.3307  -1.028
C 3.5981 1.1470 -1.5045  -0.654
S 2.1312 0.2695 -2.0250  -0.026
H 2.0708 2.2202 -3.3848  0.287
H 1.7870 0.7538 -4.2761  0.612
H -0.5680 0.6171 -3.4659  0.354
H -0.2420 2.3382 -4.0444  0.556
H -0.6902 3.8959 -0.4712  0.402
H -0.8020 4.3029 -2.2747  0.657
H 1.3525 5.2359 -1.1132  0.527
H 1.6404 4.0958 -2.4451  0.379
H 4.4299 2.9200 -0.8730  0.577
H 3.2980 3.1943 -2.1897  0.661
H 3.9623 0.5527 -0.6166  0.360
H 4.2940 1.0036 -2.3618  0.543
O -0.3309 -0.8493 -0.0299  -0.011
S -1.6236 -1.2621 -0.8194  0.112
C -0.9944 -2.7497 -1.6673  0.818
C -0.1771 -3.6638 -1.0113  -0.205
C 0.2206 -4.8367 -1.6679  -0.856
C -0.2063 -5.0132 -2.9898  -0.407
C -1.1069 -4.1509 -3.5585  -0.652
C -1.5369 -2.9988 -2.8936  -0.478
C -2.6288 -1.9051 0.4770  1.288
C -3.9887 -2.0228 0.2089  -0.529
C -4.6768 -2.9360 0.9972  -0.549
C -4.0909 -3.6480 2.0321  -0.593
C -2.7396 -3.4110 2.3307  -0.808
C -2.0111 -2.6054 1.4925  -0.799
H 0.1889 -3.5455 -0.0179  0.409
H 0.8389 -5.5955 -1.1614  0.403
H 0.1221 -5.8075 -3.6445  0.430
H -1.4280 -4.4349 -4.5716  0.372
H -2.1869 -2.2965 -3.3790  0.486
H -4.4797 -1.5260 -0.6441  0.434
H -5.7752 -3.0580 0.7663  0.351
H -4.6907 -4.2722 2.6408  0.465
H -2.2349 -3.8073 3.1916  0.499
H -0.9500 -2.4627 1.6303  0.328
F -3.3480 1.2112 1.1517  -0.211
B -3.0066 1.9082 2.2856  0.523
F -2.9491 3.1966 2.3128  -0.185
F -2.4497 1.1372 3.1750  -0.128
F -0.5140 1.8301 1.0793  -0.543

Forces on atoms 1 to 3 (eV/Å):
1.5 -1.0 0.6
0.1 0.5 0.7
-0.6 -2.4 -1.1

HOMO-LUMO gap (eV): 7.65
Total energy (Ha): -4131.4676
Highest occupied orbital energy (eV): -14.027
Net charge: +2
Energy above the lowest of the compared OMol25 structures with the same formula, charge and spin (eV): 0.000

DFT (ωB97M-V with the def2-TZVPD basis set) results for 6 unconnected molecules or ions with the total composition CH14NO6.

Last column: Mulliken charge in e.
Positions of all 22 atoms, in Å:
N 1.6421 1.3132 0.4201  -0.475
C 0.7590 0.3451 1.0180  -0.370
O -0.6130 0.5519 0.7454  -0.850
H 1.9115 1.2848 -0.6156  0.218
H 1.4797 2.2699 0.8043  0.230
H 1.1862 -0.6530 0.6343  0.157
H 0.9776 0.1934 2.1196  0.253
H 1.0998 -0.7995 -2.3332  0.355
H 1.9798 -0.9932 -1.0868  0.308
O 1.7250 -1.4551 -1.9181  -0.729
H -1.4551 3.2581 2.1224  0.300
H -1.0298 2.1593 1.1687  0.363
O -0.9861 3.1639 1.2906  -0.676
H -1.0035 0.9746 -2.4264  0.271
H -0.7097 0.5431 -0.9225  0.466
O -0.6845 0.2258 -1.8847  -0.675
H 0.4997 -2.6463 -0.9420  0.385
H -0.8887 -2.6253 -0.2188  0.397
O -0.2083 -3.2566 -0.5191  -0.724
H -1.3354 -0.5785 0.7620  0.400
H -2.6559 -1.6526 0.7858  0.254
O -1.6903 -1.6228 0.9963  -0.857

Forces on atoms 1 to 3 (eV/Å):
1.1 1.6 -0.3
0.2 -1.8 -0.6
1.1 0.4 -0.1

HOMO-LUMO gap (eV): 8.86
Total energy (Ha): -552.7409
Highest occupied orbital energy (eV): -5.294
Net charge: -1
Energy above the lowest of the compared OMol25 structures with the same formula, charge and spin (eV): 0.964

DFT (ωB97M-V with the def2-TZVPD basis set) results for 2 unconnected molecules or ions with the total composition C5H11NO.

Last column: Mulliken charge in e.
Positions of all 18 atoms, in Å:
C -0.1188 -0.0602 -0.6142  -0.632
C -0.3146 -0.2536 0.6929  0.001
N -1.4982 -0.7109 1.2718  -0.518
C 1.2612 -0.0597 -1.2448  -0.486
C 2.3889 0.1455 -0.2863  -0.210
C 3.3112 -0.7695 -0.0401  -0.721
H -0.9778 0.1480 -1.2466  0.310
H 0.4867 -0.0764 1.4009  0.316
H -1.5940 -0.4631 2.2448  0.247
H -2.3284 -0.4742 0.7434  0.229
H 1.3278 0.6547 -2.0632  0.327
H 1.3446 -1.0605 -1.6782  0.237
H 2.3417 1.0415 0.3288  0.401
H 4.1744 -0.6364 0.5995  0.272
H 3.1955 -1.7481 -0.4906  0.224
H -4.9155 1.3639 0.6549  0.307
H -3.9040 1.8783 -0.3720  0.317
O -4.1807 1.0807 0.0990  -0.622

Forces on atoms 1 to 3 (eV/Å):
0.2 0.8 0.3
-0.1 -0.1 -0.1
0.0 0.6 0.1

HOMO-LUMO gap (eV): 8.37
Total energy (Ha): -327.0506
Highest occupied orbital energy (eV): -7.687
Energy above the lowest of the compared OMol25 structures with the same formula, charge and spin (eV): 2.196

DFT (ωB97M-V with the def2-TZVPD basis set) results for 2 unconnected molecules or ions with the total composition C8H17O3P.

Last column: Mulliken charge in e.
Positions of all 29 atoms, in Å:
C -0.6077 0.5563 -0.8214  0.348
C -0.6470 -2.8722 -0.5416  -0.975
C -2.5892 2.7786 0.3971  -0.920
C 3.8274 -0.6154 -1.5708  -1.186
C -0.1916 -1.7124 0.3085  -0.882
C -2.6837 1.3740 -0.1940  -0.346
C 2.5766 -1.1370 -1.0200  0.144
C 0.3504 -0.4503 -0.4680  0.375
O -0.6945 1.0798 -1.9126  -0.613
O -1.5397 0.6276 0.1487  -0.280
O 1.5352 -0.3757 -1.0607  -0.269
P 0.9327 2.5235 1.4433  -0.039
H -0.9519 -3.6102 0.2460  0.348
H -1.5396 -2.6650 -1.1765  0.289
H 0.1620 -3.4196 -1.0579  0.279
H -3.2672 3.5568 -0.1691  0.303
H -2.7885 2.8041 1.4488  0.287
H -1.5853 3.1260 0.2870  0.175
H 3.7152 0.4294 -1.8323  0.262
H 4.6142 -0.8810 -0.8553  0.307
H 4.2618 -1.1154 -2.4792  0.287
H -1.0381 -1.3739 0.8394  0.354
H 0.5178 -2.0660 0.9697  0.589
H -2.6686 1.5850 -1.3119  0.256
H -3.6683 0.8472 -0.1387  0.386
H 1.9803 3.4255 1.7018  0.063
H 2.5243 -2.1189 -0.5984  0.399
H 1.0055 2.5298 0.0471  0.062
H 1.8016 1.4498 1.4441  -0.003

Forces on atoms 1 to 3 (eV/Å):
0.2 -1.2 -1.3
-0.5 -1.6 0.6
-1.8 0.9 -1.0

HOMO-LUMO gap (spin up / spin down) (eV): 8.15 / 7.42
Total energy (Ha): -881.9261
Highest occupied orbital energy (spin up / spin down) (eV): -7.515 / -7.297
Energy above the lowest of the compared OMol25 structures with the same formula, charge and spin (eV): 4.782

DFT (ωB97M-V with the def2-TZVPD basis set) results for a molecular structure, C50H42F11IMgN6O3S3SbTe.

Last column: Löwdin spin population.
Positions of all 119 atoms, in Å:
Mg -0.5704 1.1097 2.0488  0.001
C -2.2894 -2.3450 3.4587  0.001
C -2.6610 -1.2842 4.4406  0.005
N -3.6679 -1.4660 5.2426  -0.001
C -4.0369 -0.4583 6.0816  0.002
C -3.4594 0.7746 6.1035  -0.003
C -4.0122 1.8393 7.0089  0.000
O -3.0211 2.4778 7.8118  0.003
C -2.3521 1.0090 5.2303  0.008
C -1.7673 2.2910 5.1279  0.035
N -0.7751 2.6164 4.3835  0.319
C -0.2137 3.7207 3.9043  0.094
C -0.9162 4.5227 2.9541  0.112
C -0.2977 5.5959 2.3759  -0.004
C 1.0176 5.9074 2.7274  0.179
C 1.7234 5.1527 3.6635  -0.004
C 1.1410 4.0474 4.2299  0.131
I 2.2071 2.8167 5.4899  0.030
C -1.8970 -0.0501 4.4139  0.004
O -0.8755 0.0367 3.6612  0.050
H -2.8515 -3.2506 3.6739  0.000
H -1.2187 -2.5449 3.4880  0.000
H -2.5046 -1.9904 2.4469  0.000
H -4.8637 -0.6857 6.7443  0.000
H -4.7908 1.3973 7.6383  0.000
H -4.4817 2.6410 6.4338  0.000
H -2.6064 1.8018 8.3581  0.000
H -2.1611 3.0972 5.7487  0.018
H -1.9147 4.2086 2.6787  0.004
H -0.8068 6.1771 1.6211  -0.003
H 1.5168 6.7352 2.2428  0.009
H 2.7468 5.4084 3.8974  -0.003
N -0.8260 0.9672 -1.2097  0.000
S -0.9310 0.6376 -2.7043  0.000
N 0.2782 -0.2722 -3.1181  0.000
S 1.0839 -1.3032 -2.2257  0.000
N 1.0127 -1.6806 -0.6823  0.000
S 1.6662 -0.7504 0.4630  0.000
N 1.1658 0.6027 0.8826  0.000
C 3.4445 -0.8387 0.3372  0.000
C 4.1861 0.2204 0.8219  0.000
C 5.5705 0.1121 0.7962  0.000
C 6.1796 -1.0320 0.3089  0.000
C 5.4110 -2.0964 -0.1484  0.000
C 4.0299 -2.0071 -0.1264  0.000
C 1.4435 -1.8275 1.8648  0.000
C 1.1041 -3.1632 1.7247  0.000
C 1.0520 -3.9617 2.8582  0.000
C 1.3401 -3.4279 4.1049  0.000
C 1.6860 -2.0902 4.2262  0.000
C 1.7480 -1.2811 3.1038  0.000
C 2.5554 -1.7263 -3.1674  0.000
C 2.9784 -3.0428 -3.1656  0.000
C 4.1212 -3.3819 -3.8764  0.000
C 4.8034 -2.4123 -4.5929  0.000
C 4.3562 -1.0972 -4.5922  0.000
C 3.2331 -0.7377 -3.8660  0.000
C 0.0928 -2.7637 -2.7395  0.000
C -0.5464 -3.6126 -1.8535  0.000
C -1.3238 -4.6606 -2.3378  0.000
C -1.4686 -4.8564 -3.6979  0.000
C -0.8382 -3.9922 -4.5860  0.000
C -0.0655 -2.9492 -4.1113  0.000
C -2.3777 -0.3508 -3.0136  0.000
C -2.9711 -0.3612 -4.2646  0.000
C -4.0118 -1.2502 -4.4899  0.000
C -4.4306 -2.1003 -3.4761  0.000
C -3.8135 -2.0712 -2.2354  0.000
C -2.7703 -1.1929 -1.9853  0.000
C -0.8568 1.8714 -4.0083  0.000
C -1.8401 2.8497 -4.1101  0.000
C -1.7421 3.7792 -5.1336  0.000
C -0.6899 3.7370 -6.0322  0.000
C 0.2867 2.7607 -5.9118  0.000
C 0.2102 1.8219 -4.8962  0.000
H 3.6997 1.1157 1.1821  0.000
H 6.1705 0.9375 1.1545  0.000
H 7.2593 -1.1010 0.2878  0.000
H 5.8864 -2.9953 -0.5176  0.000
H 3.4181 -2.8343 -0.4554  0.000
H 0.8946 -3.5760 0.7485  0.000
H 0.7782 -5.0039 2.7617  0.000
H 1.2887 -4.0536 4.9857  0.000
H 1.9005 -1.6667 5.1982  0.000
H 2.0146 -0.2378 3.1977  0.000
H 2.4232 -3.8013 -2.6295  0.000
H 4.4665 -4.4070 -3.8774  0.000
H 5.6892 -2.6790 -5.1538  0.000
H 4.8958 -0.3397 -5.1447  0.000
H 2.9036 0.2885 -3.8082  0.000
H -0.4833 -3.4383 -0.7904  0.000
H -1.8301 -5.3099 -1.6355  0.000
H -2.0798 -5.6677 -4.0705  0.000
H -0.9570 -4.1263 -5.6531  0.000
H 0.4071 -2.2742 -4.8119  0.000
H -2.6418 0.3099 -5.0459  0.000
H -4.4993 -1.2687 -5.4554  0.000
H -5.2501 -2.7844 -3.6539  0.000
H -4.1542 -2.7248 -1.4431  0.000
H -2.3004 -1.1362 -1.0115  0.000
H -2.6365 2.8874 -3.3862  0.000
H -2.4955 4.5509 -5.2159  0.000
H -0.6245 4.4715 -6.8240  0.000
H 1.1185 2.7306 -6.6030  0.000
H 0.9723 1.0686 -4.7912  0.000
F 1.6042 2.8759 1.7539  0.004
Sb 1.1125 2.4705 -0.1372  0.000
F 1.0804 2.5705 -2.0436  0.000
F -1.5676 3.4353 -1.2438  0.000
F 2.1268 0.1257 -1.6786  0.000
F 1.0760 4.3781 -0.2411  0.001
F 3.0073 2.4635 -0.3781  0.000
F -1.5406 -0.0549 0.8917  0.001
Te -2.2720 1.9762 -0.1442  0.000
F -3.5191 3.3256 0.2420  0.000
F -2.5805 1.8333 1.9252  0.001
F -3.6805 0.7195 0.0656  0.000
F -3.2634 1.8841 -1.8623  0.000
O -0.6935 2.6848 0.8484  0.004

Forces on atoms 1 to 3 (eV/Å):
-0.5 -0.9 0.8
0.0 0.0 0.0
0.0 0.0 0.0

HOMO-LUMO gap (spin up / spin down) (eV): 7.52 / 5.18
Spin multiplicity: 2
Total energy (Ha): -5783.8232
Highest occupied orbital energy (spin up / spin down) (eV): -8.019 / -7.975
Energy above the lowest of the compared OMol25 structures with the same formula, charge and spin (eV): 1.295